Computed, not measured: a structure of composition C48H47N7O2P2SSeTl, with ωB97M-V/def2-TZVPD.

Results
HOMO energy: -15.0 eV
E_LUMO: -9.78 eV
ΔE to the lowest compared entry with this formula, charge and spin: 16.9 kcal per mole
Net charge: +3

Geometry as XYZ:
```
109
C48H47N7O2P2SSeTl (ωB97M-V/def2-TZVPD)
C 5.4865 -1.9417 -3.5421
C -2.6627 1.6558 -3.3653
C -2.5784 -3.2370 -2.9289
C -2.3381 -3.5080 4.8864
C 3.2545 -0.6651 5.9989
H 3.9369 7.8809 3.2457
C 2.0312 -0.7837 3.9312
C 0.7062 -3.4405 2.0169
N -0.1648 -2.8368 1.2010
O -1.3301 0.0569 -1.0515
C 5.2914 -1.5402 -2.2306
C -4.6202 -2.9307 -1.0697
H -1.7902 -3.3672 -3.6564
C -3.0503 0.5678 -5.8960
H -3.6342 3.3962 -4.1443
C 2.6533 -1.4226 5.0206
H -3.1744 -3.4389 5.5916
H 0.1475 -1.3091 -4.0341
H 2.0855 4.2282 -1.0466
N -2.1885 -2.2493 4.1708
H 1.3336 5.0549 -3.2443
H -5.4416 -2.7950 -0.3844
H -3.2037 0.1541 -6.8798
H -3.7593 -0.9987 -0.6799
C 0.9872 -4.8085 1.9457
C -2.2310 0.3685 -3.6530
N 1.3872 -1.4731 2.9448
C 0.3672 -5.5477 0.9526
C 1.8842 5.4494 2.2299
P -1.5327 -0.6648 -2.3455
H 6.1014 -1.5796 -1.5202
H 2.3878 -1.3830 -4.7785
C 0.9710 6.2245 1.4948
C -1.0627 5.7538 0.1320
H -3.9094 -2.6897 1.5156
H -2.1168 -1.1977 -5.1218
C 1.7120 3.5359 -1.7853
H 2.6980 2.4351 4.7610
C 3.0004 -1.0552 -2.7434
H 1.6904 -5.2581 2.6284
C -3.6949 -1.9183 -1.2477
Tl -0.1097 -0.2361 1.1583
H -1.4251 -3.6900 5.4544
H 4.6059 -2.1949 -5.4764
H -1.7367 -1.4762 4.6377
C 2.9710 6.0244 2.8705
H 2.3218 9.2389 2.0069
H -3.4530 -5.1384 -3.3472
C 2.6685 1.3589 4.8185
C 4.0465 -1.0969 -1.8295
S -2.6444 -0.4652 2.2442
H -4.6830 -4.2044 3.5646
H 3.7003 1.3131 6.6930
C 3.1965 -1.4351 -4.0645
H 0.5243 3.4744 -4.9468
Se -0.7744 2.6351 0.9486
C 3.2477 0.7226 5.9128
N 1.3477 -2.7183 2.9892
H -2.7977 -5.5513 4.3984
C 3.1042 7.3958 2.7623
O 1.4019 -0.7633 -0.6259
C -2.7653 -2.0140 3.0045
P 1.4166 -0.4721 -2.0985
H -0.7090 6.4905 -0.5874
H -1.8586 6.1999 0.7319
H -3.8826 -4.9609 2.1754
C -2.5778 -4.6236 3.8758
H -1.6823 -4.7628 3.2635
C -3.7540 -4.2415 2.9842
H 2.0472 1.7884 -0.5721
C 2.0639 0.6138 3.8328
C -2.4326 -0.1846 -4.9146
C -0.7713 -3.5528 0.2743
C 2.1840 8.1704 2.0512
H 0.4627 1.0708 -4.4753
C -3.2877 2.3973 -4.3529
H 1.8911 3.3529 2.5692
H -3.9548 2.4416 -6.3833
H 0.1594 -2.4257 -2.6466
H -1.4607 4.8892 -0.4017
N -3.4843 -2.9411 2.3988
N 1.4408 4.1421 2.1329
C -4.5208 -4.0975 -1.8117
C 0.3261 4.1057 1.3711
H -2.5061 2.0546 -2.3729
H 6.4535 -2.3024 -3.8521
C 1.2898 4.0013 -3.0200
C -3.4782 1.8560 -5.6135
H 1.6006 1.0618 2.9619
C -3.5086 -4.2456 -2.7455
N 0.0377 5.3524 0.9655
H 3.7304 -1.1518 6.8349
H 0.3929 8.2084 0.8636
H 3.6770 5.4285 3.4236
H 0.5856 -6.5970 0.8380
C 1.1023 7.6049 1.4053
C 1.2352 1.2881 -2.4791
C 0.0674 -1.3786 -2.9508
C -0.5335 -4.9135 0.1072
C 4.4459 -1.8838 -4.4565
C 1.6926 2.1804 -1.5174
H -5.2416 -4.8851 -1.6744
H -1.0482 -5.4614 -0.6654
C 0.8345 3.1131 -3.9802
C 0.8059 1.7552 -3.7150
H 3.8625 -0.7935 -0.8093
C -2.6626 -2.0759 -2.1678
H 2.6507 -2.5009 5.0571
H -1.4773 -3.0160 -0.3469
```